1.
11
Properties=species:S:1:pos:R:3:forces:R:3 method="wB97M-V/def2-TZVPD" e_homo_ev=-12.9 fmax_ev_per_a=4.11 e_above_lowest_kcal_mol=31.9 gap_ev=8.6 lumo_ha=-0.1582 charge=+1
K -3.72250 -2.34621 -1.29738 0.19 0.15 0.06
C 0.66054 -0.25909 0.68372 1.00 0.36 -1.32
C 0.44131 0.90747 -0.36558 0.72 -1.38 1.36
O -0.17773 0.40239 -1.56513 0.79 0.38 0.58
O -0.52321 -0.52670 1.27934 -3.60 -0.35 1.96
H 1.36285 -0.11053 1.50396 0.70 1.09 -0.54
H 0.91513 -1.25281 0.31519 1.06 0.43 -1.46
H 1.41969 1.37250 -0.48652 0.14 -0.16 -0.77
H -0.18449 1.70657 0.03182 -0.19 -0.30 0.51
H 0.10665 1.05086 -2.21337 -0.25 -0.17 -0.54
H -0.29829 -0.94444 2.11391 -0.56 -0.06 0.16

***

2.
10
Properties=species:S:1:pos:R:3:forces:R:3 method="wB97M-V/def2-TZVPD" smiles="C=N.C=N" e_homo_ev=-9.5 fmax_ev_per_a=5.96 e_above_lowest_kcal_mol=74.2 gap_ev=10.5 lumo_ha=0.0379
C 3.30060 0.68989 0.82073 0.89 -5.89 0.11
N 4.20432 -0.14474 0.43292 -0.50 1.63 -0.66
H 2.42072 0.25693 1.28870 -0.05 -0.29 0.15
H 3.26837 1.67679 0.84748 0.53 4.72 -0.60
H 4.99287 0.30279 -0.10433 -0.87 -0.16 1.00
C -3.41595 -0.88126 -0.55108 1.14 2.17 -2.18
N -3.94734 0.13776 -1.09536 3.44 -1.80 -0.86
H -2.39769 -1.17409 -0.92839 -0.86 0.30 -0.02
H -3.66491 -1.50350 0.24336 -1.47 -0.85 1.71
H -4.76099 0.63943 -0.95403 -2.26 0.18 1.35

***

3.
10
Properties=species:S:1:pos:R:3:forces:R:3 method="wB97M-V/def2-TZVPD" e_homo_ev="-8.3 / -8.8" fmax_ev_per_a=1.22 e_above_lowest_kcal_mol=135.2 gap_ev="8.6 / 9.5" lumo_ha="0.0106 / 0.0272"
C 1.35487 -0.61400 0.08863 0.52 -0.94 -0.57
C -2.00831 0.13192 0.04334 0.10 -0.12 0.38
N 1.09692 0.65332 -0.50693 -0.15 0.11 -0.78
N 0.63135 0.40699 0.75616 -0.43 0.77 0.65
H 0.82125 -1.45551 -0.34307 -0.03 0.05 -0.01
H 2.35370 -0.85103 0.44603 -0.06 0.06 0.22
H -2.04902 1.14791 -0.27885 0.03 0.35 -0.15
H -1.82491 -0.65616 -0.65356 0.09 -0.23 -0.29
H -2.20882 -0.10818 1.06793 -0.10 -0.04 0.20
H 1.83299 1.34475 -0.61969 0.04 0.00 0.36

***

4.
10
Properties=species:S:1:pos:R:3:forces:R:3 method="wB97M-V/def2-TZVPD" smiles="[H]/N=C(/C)N" e_homo_ev=-9.2 fmax_ev_per_a=1.47 e_above_lowest_kcal_mol=11.4 gap_ev=10.2 lumo_ha=0.0352
C -1.24810 0.08759 0.02068 -1.31 -0.39 0.21
C 0.23328 0.30174 0.01415 0.10 -0.37 -0.20
H -1.74671 0.80256 -0.66739 0.40 -0.37 0.56
H -1.55739 -0.95830 -0.30721 0.45 1.27 0.60
H -1.60859 0.29438 1.06936 0.15 -0.37 -1.12
H 0.50834 -1.74533 -0.16220 0.46 0.55 0.14
H 1.99219 -0.81889 0.03906 -1.00 -0.11 -0.07
H 1.75019 1.41922 -0.07603 -0.90 0.26 0.32
N 0.96595 -0.86170 0.05305 0.55 -0.52 -0.09
N 0.71084 1.47872 0.01653 1.09 0.06 -0.36

***

5.
10
Properties=species:S:1:pos:R:3:forces:R:3 method="wB97M-V/def2-TZVPD" smiles=CN1CN1 e_homo_ev=-9.8 fmax_ev_per_a=6.02 e_above_lowest_kcal_mol=82.8 gap_ev=11.1 lumo_ha=0.0462
C 0.88262 0.67237 -0.05365 1.03 0.91 -1.71
C -1.21456 -0.22666 0.02946 -5.60 -1.89 1.14
N 1.10941 -0.64182 0.33954 -2.62 -0.81 1.12
N -0.05041 -0.25739 -0.63501 5.12 0.85 -2.29
H 0.59842 1.37625 0.70721 -0.46 0.08 0.38
H 1.54831 1.09684 -0.77371 0.45 0.45 -0.39
H -1.68353 -1.27119 -0.08826 0.34 1.41 0.61
H -0.86758 -0.06626 1.02751 -1.48 0.22 1.53
H -2.07016 0.48957 -0.36375 2.21 -0.94 0.69
H 1.74748 -1.17170 -0.18935 0.99 -0.29 -1.08

***

6.
10
Properties=species:S:1:pos:R:3:forces:R:3 method="wB97M-V/def2-TZVPD" e_homo_ev=-7.6 fmax_ev_per_a=3.78 e_above_lowest_kcal_mol=83.8 gap_ev=8.6 lumo_ha=0.0388
C 1.99254 -0.13639 0.05189 -2.79 -1.20 0.11
C -1.59948 -0.07880 0.03928 -0.93 0.84 -0.21
N 0.69704 -0.05593 -0.17467 -2.01 3.10 -0.80
N -0.34061 -0.57075 0.39013 2.68 -1.87 0.67
H 2.25831 -0.70199 0.87417 0.75 -1.23 1.30
H 2.54049 0.63414 -0.30983 1.68 1.84 -1.29
H -1.78474 0.92926 0.43427 -0.07 0.03 0.31
H -1.88603 0.00014 -1.01007 0.36 -0.31 -0.54
H -2.26980 -0.77890 0.50409 -0.71 0.05 0.12
H 0.39227 0.75921 -0.79927 1.04 -1.24 0.34

***

7.
10
Properties=species:S:1:pos:R:3:forces:R:3 method="wB97M-V/def2-TZVPD" smiles="C=N.C=N" e_homo_ev=-9.7 fmax_ev_per_a=1.82 e_above_lowest_kcal_mol=69.2 gap_ev=10.9 lumo_ha=0.0421
C 3.10774 0.72356 0.11604 0.08 0.05 0.78
N 2.60096 0.22054 -0.92838 0.34 1.63 -0.44
H 4.10461 0.50631 0.52696 0.25 0.29 -0.68
H 2.56417 1.42602 0.76086 -0.54 -0.69 0.00
H 3.36192 -0.02235 -1.56617 -0.14 -1.28 0.34
C -2.99691 -0.72729 -0.10896 0.41 0.90 -0.57
N -3.52482 0.19183 0.58877 1.30 -0.47 1.19
H -2.25908 -0.33237 -0.82183 -0.65 -0.58 -0.67
H -3.16530 -1.81577 -0.07719 0.30 0.29 0.58
H -3.79330 -0.17048 1.50988 -1.34 -0.13 -0.53

***

8.
11
Properties=species:S:1:pos:R:3:forces:R:3 method="wB97M-V/def2-TZVPD" smiles="NCC(N)=O" e_homo_ev=-10.2 fmax_ev_per_a=5.61 e_above_lowest_kcal_mol=74.8 gap_ev=10.6 lumo_ha=0.0149
C -0.63924 -0.84423 -0.05601 -0.98 3.68 0.97
C 0.32381 0.47538 -0.15801 3.54 -0.64 1.62
H 1.21757 -1.59660 0.31420 -4.08 -1.57 1.28
H 0.20100 -1.32937 1.56089 -0.17 -1.35 -0.31
H -1.61785 -0.40968 0.49746 2.02 -1.31 -1.16
H -0.88814 -0.98564 -1.08712 -0.35 -0.94 -0.54
H 0.70486 2.59570 -0.36182 -1.89 -4.08 -2.45
H -0.93158 2.00220 -0.87219 2.91 -1.35 -0.55
N 0.05673 -1.89202 0.68417 3.87 2.96 -0.86
N 0.13154 1.64556 -0.95260 -1.74 3.77 3.78
O 1.44129 0.33871 0.43104 -3.12 0.82 -1.78

***

9.
11
Properties=species:S:1:pos:R:3:forces:R:3 method="wB97M-V/def2-TZVPD" smiles="C=C([O-])[NH2+]N" e_homo_ev=-8.3 fmax_ev_per_a=2.11 e_above_lowest_kcal_mol=106.3 gap_ev=9.1 lumo_ha=0.0281
C -1.26541 1.02859 0.10432 -0.15 0.21 0.08
N 0.49326 -0.53382 0.57210 -1.16 1.17 -1.15
C -0.92727 -0.21131 -0.44334 -0.19 -0.50 -0.09
N 1.79087 -0.65130 -0.03948 -0.01 0.26 0.20
O -1.32549 -1.10389 -1.13379 0.47 0.51 0.74
H 0.24793 -1.43951 0.97413 0.11 0.47 0.44
H 2.17597 0.28543 -0.12839 -0.11 -0.12 0.08
H 1.66396 -1.00234 -0.99007 -0.16 0.02 0.17
H -0.53658 1.81832 -0.07368 0.16 -0.12 0.35
H -2.29581 1.36375 0.09808 0.03 -0.08 -0.44
H -0.02142 0.44608 1.06012 1.00 -1.82 -0.38

***

10.
11
Properties=species:S:1:pos:R:3:forces:R:3 method="wB97M-V/def2-TZVPD" smiles="NCNC=O" e_homo_ev=-9.3 fmax_ev_per_a=1.30 e_above_lowest_kcal_mol=29.8 gap_ev=10.3 lumo_ha=0.0375
O -0.88521 -0.22148 -1.39087 -0.67 0.24 -0.01
C -0.85942 -0.93151 -0.41983 1.26 -0.22 0.23
N 0.17173 -0.87989 0.52213 0.06 0.84 0.31
C 1.02855 0.33983 0.50832 -0.26 -0.23 0.14
N 0.37600 1.58318 0.60960 0.10 0.72 0.27
H -1.63215 -1.65113 -0.13218 -0.22 -0.23 -0.37
H 0.80631 -1.66533 0.57490 -0.67 -0.58 0.23
H 1.61723 0.29936 -0.40935 0.24 0.38 0.13
H 1.64682 0.25191 1.40165 0.33 -0.29 -0.23
H -0.10818 1.91754 1.42071 0.18 -0.64 0.47
H -0.00511 2.00891 -0.18980 -0.35 0.02 -1.17

***

11.
11
Properties=species:S:1:pos:R:3:forces:R:3 method="wB97M-V/def2-TZVPD" e_homo_ev=-9.7 fmax_ev_per_a=5.77 e_above_lowest_kcal_mol=100.2 gap_ev=10.4 lumo_ha=0.0235
C 1.67860 -0.60542 -0.03782 2.90 0.72 1.48
C 0.35574 0.07986 -0.01306 4.22 3.21 0.04
H 2.36437 -0.38124 0.89002 -1.95 -0.84 -0.84
H 1.62749 -1.67805 -0.22952 0.30 0.22 -0.18
H 2.38436 -0.02204 -0.67976 -0.94 -0.98 -0.59
H 1.34790 1.78934 -0.05884 -2.47 -1.13 0.42
H -0.62578 -1.40960 0.86283 -0.30 1.68 -3.02
H -1.53836 0.82443 0.63098 -2.26 -2.77 -3.32
N 0.33883 1.38189 0.02193 0.50 -0.57 -0.38
N -0.67562 -0.74939 -0.06829 -2.99 -2.56 2.49
O -1.92607 -0.04962 -0.09824 2.98 3.02 3.90

***

12.
11
Properties=species:S:1:pos:R:3:forces:R:3 method="wB97M-V/def2-TZVPD" e_homo_ev=-9.0 fmax_ev_per_a=7.17 e_above_lowest_kcal_mol=114.1 gap_ev=9.7 lumo_ha=0.0252
C 0.45181 0.30877 0.75943 0.80 -2.85 -1.82
C 0.36727 -1.01519 -0.03477 0.67 -1.32 -2.64
H 1.08650 1.26305 -1.12250 -1.92 -0.44 3.29
H -0.58214 1.67763 -0.63736 3.55 -1.73 1.84
H 1.31918 0.33336 1.38871 1.07 -0.09 -0.16
H -0.25886 0.38231 1.49585 -2.49 0.56 1.36
H 1.46183 -1.30302 -0.52511 -3.07 0.12 1.49
H -1.72341 -0.37879 0.07807 -0.01 4.21 3.57
N 0.43147 1.31063 -0.20759 -1.61 4.60 -5.26
N -0.65298 -1.54854 -0.69738 3.49 0.21 0.73
O -1.90068 -1.03020 -0.49734 -0.48 -3.27 -2.39

***

13.
11
Properties=species:S:1:pos:R:3:forces:R:3 method="wB97M-V/def2-TZVPD" smiles="CC(=O)NN" e_homo_ev=-9.6 fmax_ev_per_a=3.18 e_above_lowest_kcal_mol=39.6 gap_ev=10.4 lumo_ha=0.0306
C -1.51448 0.07575 -0.20926 -0.23 1.24 -0.92
C -0.22250 0.39249 0.43315 0.69 -1.34 -1.75
H -1.86720 1.06920 -0.61497 0.23 -1.18 0.14
H -1.34154 -0.65056 -0.97894 -0.47 -0.25 -0.57
H -2.24843 -0.25118 0.49141 -0.42 -0.30 0.56
H 1.79177 0.20240 0.27529 -1.06 -0.63 -0.69
H 0.65681 -2.02647 -0.57650 -0.13 0.05 -1.32
H 0.78181 -0.88298 -2.02597 0.10 -1.61 1.84
N 0.92079 -0.13704 -0.19560 0.97 2.08 2.21
N 1.04687 -1.20986 -1.04826 -0.31 0.78 -1.10
O -0.14062 1.14481 1.34917 0.63 1.17 1.61

***

14.
11
Properties=species:S:1:pos:R:3:forces:R:3 method="wB97M-V/def2-TZVPD" smiles="NC=O.C=N" e_homo_ev=-9.7 fmax_ev_per_a=1.78 e_above_lowest_kcal_mol=45.5 gap_ev=10.6 lumo_ha=0.0360
C 1.60308 -0.53918 -0.05044 -0.42 0.88 0.52
N 2.01293 0.44779 -0.71725 1.28 -0.30 -1.20
H 1.62050 -1.51329 -0.52491 -0.24 -0.19 -0.07
H 1.11500 -0.42252 0.92145 0.61 -0.46 0.17
H 2.17360 1.33720 -0.25831 -0.78 0.02 0.55
C -1.57335 -0.33783 0.49813 -0.40 -1.38 -0.11
N -1.30979 0.79681 -0.20600 0.52 -0.76 1.06
O -0.90940 -0.78591 1.40900 0.01 0.44 -0.13
H -2.38826 -0.98238 0.09521 -0.32 0.67 0.27
H -0.30708 0.88094 -0.36158 -0.51 0.90 -0.30
H -2.03723 1.11837 -0.80530 0.26 0.17 -0.78

***

15.
12
Properties=species:S:1:pos:R:3:forces:R:3 method="wB97M-V/def2-TZVPD" e_homo_ev="-7.5 / -8.1" fmax_ev_per_a=3.63 e_above_lowest_kcal_mol=171.3 gap_ev="7.8 / 8.8" lumo_ha="0.0086 / 0.0262"
C -2.13544 -0.94406 0.21558 1.20 -1.15 0.56
C 1.69216 -0.32098 0.01711 -1.67 1.59 -0.27
N -1.14234 1.82838 -0.05434 -3.22 -1.58 0.57
N -0.37019 0.88726 0.54107 1.34 -0.42 -0.94
O -2.98064 -0.22097 -0.14055 -1.13 0.21 -0.21
O 0.69253 0.59506 -0.35094 -1.34 2.16 -1.69
H -2.27817 -2.01828 0.60946 -0.14 0.79 -0.30
H 2.24988 -0.50564 -0.85550 1.11 0.32 -1.00
H 1.16001 -1.18639 0.15083 -0.71 -2.66 1.50
H 2.18965 0.15095 0.80451 1.37 -0.28 1.49
H -0.90526 2.36551 -0.90484 0.51 -1.15 0.52
H -2.15881 1.30337 -0.09961 2.68 2.14 -0.24

***

16.
12
Properties=species:S:1:pos:R:3:forces:R:3 method="wB97M-V/def2-TZVPD" smiles="NN(C=O)CO" e_homo_ev=-9.4 fmax_ev_per_a=5.47 e_above_lowest_kcal_mol=74.1 gap_ev=10.2 lumo_ha=0.0281
C -1.09697 -0.63717 1.07609 1.00 -3.29 -0.01
C -0.14477 1.51424 -0.32721 1.53 -4.91 -1.88
N 0.74988 -0.91753 -0.42329 -0.82 1.28 0.00
N -0.28718 -0.19303 0.09628 -0.21 4.24 -1.67
O -1.80362 -0.02236 1.82358 -0.49 0.74 0.05
O 0.92711 2.01279 0.34884 0.17 0.12 -1.54
H -0.97982 -1.84503 1.12267 -0.29 2.17 0.07
H -1.07686 1.88214 -0.12847 -2.31 1.15 1.07
H -0.03372 1.45271 -1.49471 0.43 0.15 2.51
H 1.46479 -1.00700 0.22694 1.52 -0.82 0.78
H 0.54249 -1.61191 -1.08270 -0.22 -1.02 -0.59
H 0.69224 2.07200 1.25913 -0.30 0.19 1.20

***

17.
13
Properties=species:S:1:pos:R:3:forces:R:3 method="wB97M-V/def2-TZVPD" e_homo_ev=-9.7 fmax_ev_per_a=3.95 e_above_lowest_kcal_mol=94.8 gap_ev=9.5 lumo_ha=-0.0073
C 1.44504 0.74602 1.64030 0.06 -0.54 2.44
C 1.79438 1.70767 0.87618 2.57 1.80 -2.40
N -1.95324 -2.41311 -1.22822 0.40 0.83 -0.39
N -1.33564 -1.69566 -2.01240 -0.74 -0.62 0.63
O -1.22864 -0.74894 0.42293 0.10 0.59 0.59
O -1.50855 1.22582 -1.02910 0.12 -0.47 0.12
S -0.67789 0.11781 -0.61941 0.06 0.61 -0.60
H 0.52218 0.29151 1.68486 -1.82 -1.07 -0.34
H 2.03035 0.56822 2.50147 0.80 -0.54 0.76
H 1.25907 1.96376 -0.03141 0.02 0.41 0.16
H -1.88475 -1.85745 -0.17793 -0.03 -1.20 -2.36
H 2.84104 2.09337 1.01578 -1.31 0.09 -0.34
H -1.30336 -1.99901 -3.04306 -0.21 0.10 1.72

***

18.
13
Properties=species:S:1:pos:R:3:forces:R:3 method="wB97M-V/def2-TZVPD" e_homo_ev=-8.3 fmax_ev_per_a=3.40 e_above_lowest_kcal_mol=88.2 gap_ev=8.9 lumo_ha=0.0238
C -1.19831 -1.22470 -0.48889 0.55 -1.90 2.77
C 1.49672 1.80767 0.72675 -0.07 0.47 -0.27
N -0.38777 -0.06773 -0.18133 -1.64 -0.82 -0.92
N 0.56166 0.30123 -0.77459 1.71 -0.18 -0.83
O 2.65039 1.15931 1.06745 -1.74 -1.26 2.12
O 1.73815 2.49862 -0.40644 -2.03 1.67 1.97
O 0.51423 1.86031 1.44850 1.18 0.33 -0.82
H -0.82471 -1.82787 -1.28810 0.70 -0.33 -0.17
H -2.19506 -1.01542 -0.69373 -1.85 1.00 -0.41
H -1.22610 -1.72553 0.55620 0.02 -0.03 -1.90
H 2.33164 0.66133 1.89528 1.14 0.84 -1.54
H 2.44306 2.05516 -0.81018 1.75 -0.89 -1.22
H -0.80038 0.39202 0.62363 0.28 1.12 1.21

***

19.
13
Properties=species:S:1:pos:R:3:forces:R:3 method="wB97M-V/def2-TZVPD" e_homo_ev=-8.4 fmax_ev_per_a=6.30 e_above_lowest_kcal_mol=192.9 gap_ev=8.1 lumo_ha=-0.0095
C -1.27559 -0.63238 0.21527 -1.49 -0.69 -1.26
C 0.09358 -0.05338 0.18113 1.27 0.78 -0.43
H -3.24069 -0.09682 -0.25273 3.97 1.95 0.34
H -1.58982 -1.03954 1.17239 0.39 0.32 0.45
H -1.16427 -1.58550 -0.43501 -0.68 1.74 0.49
H -0.46353 1.91406 0.04732 -1.81 0.70 -0.49
H 2.18042 0.96762 -0.17506 -2.98 3.37 0.66
H 2.73013 -1.33813 -0.97771 -1.10 2.63 5.22
N 0.23977 1.32116 0.36141 1.70 -2.89 0.83
N 0.98049 -0.99453 -0.05400 -2.14 0.28 0.93
O -2.27205 0.40138 -0.17657 -2.51 -3.28 -0.30
O 1.43987 1.88266 -0.09052 3.54 -3.45 -0.59
O 2.34169 -0.74659 0.18409 1.84 -1.46 -5.85

***

20.
13
Properties=species:S:1:pos:R:3:forces:R:3 method="wB97M-V/def2-TZVPD" smiles="[H]/N=N/C.O=C(O)O" e_homo_ev=-10.0 fmax_ev_per_a=2.20 e_above_lowest_kcal_mol=60.8 gap_ev=10.2 lumo_ha=0.0069
C -1.33196 -1.56379 -0.56058 -1.52 0.09 -0.16
C 1.01884 2.25339 0.24461 0.04 -1.60 -1.50
N -0.83332 -1.90056 0.76315 -0.04 -0.99 -0.40
N 0.24479 -1.37900 0.96300 1.61 0.59 0.75
O 0.27228 1.11032 0.02768 0.43 1.18 -0.35
O 1.40468 2.76903 -0.96094 -0.35 -0.32 0.70
O 1.35313 2.71462 1.27463 -0.08 0.36 0.94
H -1.09363 -2.45633 -1.17801 0.27 0.76 0.10
H -0.95951 -0.56406 -0.94443 -0.46 -1.42 0.27
H -2.43857 -1.65085 -0.46504 0.63 0.61 -0.31
H 0.38462 0.32660 0.62631 0.32 0.58 -0.08
H 0.70491 -1.72632 1.82083 -0.67 0.01 0.11
H 1.27376 2.06694 -1.61120 -0.18 0.16 -0.07